<a>
Here is 2 unconnected molecules or ions with the total composition C7H14O from the Open Molecules 2025 dataset. Energies are from ωB97M-V/def2-TZVPD.

Cartesian coordinates (Å):
C 2.0777 -0.1264 0.9569
C 1.3587 -0.0584 -0.4724
C -0.0243 0.5059 -0.3523
C -0.2659 1.7867 -0.6570
C -1.1144 -0.4375 0.1195
C -1.1894 -0.4482 1.5854
C -2.2535 -1.0721 2.0821
H 2.5947 0.8637 1.2235
H 1.3232 -0.3420 1.6802
H 2.8274 -0.8934 0.8991
H 1.4315 -1.1230 -0.8548
H 1.8004 0.7160 -1.2398
H -1.1941 2.2102 -0.9435
H 0.5761 2.5102 -0.5859
H -0.9832 -1.5816 -0.2340
H -2.0378 -0.0607 -0.2840
H -0.3822 -0.1203 2.3079
H -2.2678 -1.0425 3.1222
H -3.1163 -1.5517 1.6662
H 1.0255 0.2243 -3.4498
H -0.3217 0.1313 -2.8863
O 0.1354 -0.0905 -3.6830

- Charge: -1
- E_LUMO (alpha / beta): 3.7 / 3.6 eV
- HOMO (alpha / beta): 0.9 / -4.8 eV
- Molecular weight: 114.19 g mol⁻¹
- <S²>: 0.752
- 2S+1: 2

Löwdin population analysis, charges in e, atoms 1 to 8: number 1, C, carries -0.144; number 2, C, carries -0.332; number 3, C, carries -0.455; number 4, C, carries -0.088; number 5, C, carries -0.243; number 6, C, carries -0.193; number 7, C, carries -0.040; number 8, H, carries 0.076



<b>
Here is 2 unconnected molecules or ions with the total composition C7H14O from the Open Molecules 2025 dataset. Energies are from ωB97M-V/def2-TZVPD.

Cartesian coordinates (Å):
C -1.5504 -1.1580 1.6728
C -0.5070 -1.9535 0.8935
C 0.9286 -1.5200 1.2550
C 1.2933 -0.1817 0.6497
C 1.5954 0.0210 -0.6253
C 1.9057 1.3733 -1.1812
C 1.0135 2.3144 -1.4258
H -1.3273 -1.2532 2.7408
H -2.5727 -1.4741 1.4425
H -1.4293 -0.1033 1.4031
H -0.5908 -1.8995 -0.1854
H -0.5899 -3.0190 1.1545
H 1.6374 -2.2900 0.9323
H 1.0597 -1.4660 2.3405
H 1.3453 0.6350 1.3531
H 1.6131 -0.7866 -1.3488
H 2.9618 1.4341 -1.4342
H -0.0515 2.1319 -1.2991
H 1.2456 3.3166 -1.7564
H -3.0499 1.2769 -2.1559
H -2.0705 2.4199 -1.9544
O -2.8599 2.1821 -2.4713

- Charge: -1
- E_LUMO (alpha / beta): 3.7 / 3.6 eV
- HOMO (alpha / beta): 1.1 / -6.2 eV
- Molecular weight: 114.19 g mol⁻¹
- <S²>: 0.751
- 2S+1: 2

Löwdin population analysis, charges in e, atoms 1 to 8: number 1, C, carries -0.190; number 2, C, carries -0.307; number 3, C, carries -0.240; number 4, C, carries -0.137; number 5, C, carries -0.157; number 6, C, carries -0.220; number 7, C, carries -0.106; number 8, H, carries 0.058



<c>
Here is 2 unconnected molecules or ions with the total composition C7H14O from the Open Molecules 2025 dataset. Energies are from ωB97M-V/def2-TZVPD.

Cartesian coordinates (Å):
C -2.5414 -0.6142 0.6133
C -1.4335 0.1413 1.3407
C -1.5962 0.4758 2.6553
C 0.5168 -0.0475 -0.0600
C -0.3949 0.7826 0.5292
C -0.3093 2.2955 0.5709
C 1.7069 0.4807 -0.7816
H -3.1311 -1.1953 1.3317
H -3.1789 0.1360 0.1553
H -2.2614 -1.2665 -0.2197
H -0.9462 1.0252 3.3189
H -2.4377 0.0970 3.2498
H 0.3709 -1.1085 -0.1965
H -0.9711 2.7505 1.3079
H 0.6731 2.7220 0.7734
H -0.6982 2.5994 -0.4049
H 1.4521 1.3153 -1.4721
H 2.4105 0.9216 -0.0566
H 2.2681 -0.3255 -1.2643
H 3.3484 -4.2587 -4.4371
H 3.4643 -3.0123 -3.3682
O 3.6891 -3.9144 -3.5853

- Charge: -1
- E_LUMO (alpha / beta): 3.3 / 3.2 eV
- HOMO (alpha / beta): 1.1 / -5.5 eV
- Molecular weight: 114.19 g mol⁻¹
- <S²>: 0.750
- 2S+1: 2

Löwdin population analysis, charges in e, atoms 1 to 8: number 1, C, carries -0.095; number 2, C, carries -0.342; number 3, C, carries 0.006; number 4, C, carries -0.173; number 5, C, carries -0.296; number 6, C, carries -0.081; number 7, C, carries -0.265; number 8, H, carries 0.065



Short version: <a> is the least stable of them.



<a>
Here is C6H11F2NO2 in the gas phase from the Open Molecules 2025 dataset. Energies are from ωB97M-V/def2-TZVPD.

Cartesian coordinates (Å):
C 2.0850 0.8619 -1.4466
C 0.8906 0.0984 -0.9069
N 1.3139 -0.7510 0.2108
C 0.2515 -1.1278 1.1687
C -1.1418 -1.1290 0.5335
O -2.1233 -1.5925 1.4168
C -1.4802 0.2867 0.0281
O -2.1455 1.0079 1.0424
C -0.2185 1.0240 -0.4370
F -0.5353 1.9031 -1.4269
F 0.2514 1.7909 0.6146
H 1.8056 1.4669 -2.3103
H 2.8624 0.1545 -1.7632
H 2.5034 1.5072 -0.6468
H 0.4507 -0.4983 -1.7107
H 1.7546 -1.6015 -0.1399
H 0.2217 -0.4119 2.0213
H 0.4877 -2.1252 1.5822
H -1.1092 -1.8310 -0.3135
H -2.4963 -0.7885 1.8312
H -2.1546 0.2299 -0.8538
H -1.4738 1.5252 1.5058

- E_LUMO: 0.7 eV
- SMILES: C[C@H]1NC[C@@H](O)[C@@H](O)C1(F)F
- HOMO: -9.1 eV
- Molecular weight: 167.15 g mol⁻¹
- 2S+1: 1

Löwdin population analysis, charges in e, atoms 1 to 8: number 1, C, carries -0.038; number 2, C, carries -0.323; number 3, N, carries -0.005; number 4, C, carries -0.143; number 5, C, carries -0.343; number 6, O, carries -0.009; number 7, C, carries -0.222; number 8, O, carries 0.008



<b>
Here is C6H11F2NO2 in the gas phase from the Open Molecules 2025 dataset. Energies are from ωB97M-V/def2-TZVPD.

Cartesian coordinates (Å):
C -2.3584 0.9570 -0.0568
C -1.1571 0.2780 -0.6686
N -0.0422 1.1754 -0.8159
C 0.7699 1.2435 0.3464
C 1.4580 -0.1216 0.7283
O 2.7414 -0.0772 0.1378
C 0.6903 -1.3132 0.1776
O 1.0314 -1.5975 -1.1471
C -0.8042 -1.0418 0.1722
F -1.4359 -2.0572 -0.4151
F -1.2630 -1.0366 1.4797
H -3.3136 0.3202 -0.0339
H -2.6577 1.7813 -0.6933
H -2.1622 1.2557 0.9373
H -1.3519 -0.0968 -1.7057
H 0.5565 0.9941 -1.6244
H 1.6253 1.9888 0.2627
H 0.1427 1.6027 1.2463
H 1.6016 -0.1496 1.8040
H 3.2392 -0.8231 0.3906
H 0.8421 -2.1955 0.7872
H 1.8480 -1.0865 -1.3094

- E_LUMO: 0.5 eV
- SMILES: C[C@H]1NC[C@H](O)[C@H](O)C1(F)F
- HOMO: -8.9 eV
- Molecular weight: 167.15 g mol⁻¹
- 2S+1: 1

Löwdin population analysis, charges in e, atoms 1 to 8: number 1, C, carries -0.049; number 2, C, carries -0.290; number 3, N, carries -0.027; number 4, C, carries -0.153; number 5, C, carries -0.283; number 6, O, carries -0.018; number 7, C, carries -0.262; number 8, O, carries 0.016



Short version: <b> is the least stable of them.



<a>
Here is a molecular structure, C2H2N4 from the Open Molecules 2025 dataset. Energies are from ωB97M-V/def2-TZVPD.

Cartesian coordinates (Å):
C -0.8932 -0.3737 -0.2272
N -1.6067 0.4453 -0.8035
N 0.5104 1.9424 0.2036
N 1.0085 0.9104 0.3299
C 1.1331 -0.3788 0.3962
N -0.1039 -1.0837 0.4062
H -2.1268 -0.5858 -0.7829
H 2.0785 -0.8761 0.4777

- E_LUMO: 0.4 eV
- HOMO: -8.1 eV
- Molecular weight: 82.07 g mol⁻¹
- 2S+1: 1

Just the Löwdin charges please, in e? Sure, here they are: number 1, C, carries -0.416; number 2, N, carries 0.180; number 3, N, carries 0.196; number 4, N, carries -0.119; number 5, C, carries -0.200; number 6, N, carries 0.096; number 7, H, carries 0.162; number 8, H, carries 0.100



<b>
Here is 2 unconnected molecules or ions with the total composition C2H2N4 from the Open Molecules 2025 dataset. Energies are from ωB97M-V/def2-TZVPD.

Cartesian coordinates (Å):
C 0.8602 -0.1096 0.4656
C -0.9315 -0.1323 -0.5414
N 2.0385 -0.3193 -0.3044
N 1.9396 0.8642 -0.0168
N -2.0033 -0.4962 0.3370
N -1.9387 0.6895 0.0692
H 0.7473 -0.1669 1.5214
H -0.7121 -0.3293 -1.5306

- E_LUMO: 0.2 eV
- HOMO: -10.1 eV
- Molecular weight: 82.07 g mol⁻¹
- 2S+1: 1

Just the Löwdin charges please, in e? Sure, here they are: number 1, C, carries -0.179; number 2, C, carries -0.188; number 3, N, carries 0.008; number 4, N, carries 0.084; number 5, N, carries 0.073; number 6, N, carries 0.081; number 7, H, carries 0.062; number 8, H, carries 0.059



<c>
Here is 3 unconnected molecules or ions with the total composition C2H2N4 from the Open Molecules 2025 dataset. Energies are from ωB97M-V/def2-TZVPD.

Cartesian coordinates (Å):
C -2.0299 0.1082 -0.5399
N -2.6212 1.0763 -0.7524
H -1.4485 -0.7750 -0.3333
C 1.4809 -1.4736 0.5806
N 0.4120 -1.7592 0.2573
H 2.4728 -1.1974 0.8782
N 0.5404 2.3852 -0.2826
N 1.1937 1.6354 0.1921

- E_LUMO: 0.9 eV
- SMILES: C#N.C#N.N#N
- HOMO: -12.3 eV
- Molecular weight: 82.07 g mol⁻¹
- 2S+1: 1

Just the Löwdin charges please, in e? Sure, here they are: number 1, C, carries -0.121; number 2, N, carries 0.038; number 3, H, carries -0.014; number 4, C, carries -0.072; number 5, N, carries 0.058; number 6, H, carries 0.057; number 7, N, carries 0.039; number 8, N, carries 0.013



Short version: <b> is the least stable of them.



<a>
Here is C3H4INO2 in the gas phase from the Open Molecules 2025 dataset. Energies are from ωB97M-V/def2-TZVPD.

Cartesian coordinates (Å):
C 0.0924 0.7307 -0.6314
C 0.0346 0.3766 -4.5797
C -0.2004 -0.3962 0.2282
N 0.1079 0.8212 -1.8929
O -0.0505 0.5854 -5.7126
O 0.3055 1.6866 -2.7034
I 0.5352 -1.1931 -3.4157
H 0.3753 1.6286 -0.0356
H 0.6420 -0.9844 0.5591
H -0.7685 -1.0961 -0.2541
H -0.7825 0.0629 1.0664

- E_LUMO (alpha / beta): -0.6 / -0.7 eV
- HOMO (alpha / beta): -8.0 / -8.3 eV
- Molecular weight: 212.97 g mol⁻¹
- 2S+1: 1

Löwdin population analysis, charges in e, atoms 1 to 8: number 1, C, carries -0.226; number 2, C, carries -0.680; number 3, C, carries -0.101; number 4, N, carries -0.354; number 5, O, carries 0.046; number 6, O, carries -0.107; number 7, I, carries 1.080; number 8, H, carries 0.133



<b>
Here is 2 unconnected molecules or ions with the total composition C3H4INO2 from the Open Molecules 2025 dataset. Energies are from ωB97M-V/def2-TZVPD.

Cartesian coordinates (Å):
C 3.0027 -2.6131 -0.3143
C -0.2738 -0.2105 0.1976
C 1.1116 0.1142 -0.1625
N 2.0716 0.1022 0.6525
O 2.8285 -3.0003 0.7330
O 1.9736 -0.1438 1.8785
I 4.0948 0.5343 -0.2002
H -0.8655 -0.1990 -0.6938
H -0.6069 0.4576 0.8955
H -0.2819 -1.1710 0.7029
H 1.2205 0.5129 -1.1463

- E_LUMO: -1.4 eV
- HOMO: -9.4 eV
- Molecular weight: 212.97 g mol⁻¹
- 2S+1: 1

Löwdin population analysis, charges in e, atoms 1 to 8: number 1, C, carries -0.076; number 2, C, carries -0.039; number 3, C, carries -0.275; number 4, N, carries -0.568; number 5, O, carries 0.024; number 6, O, carries -0.111; number 7, I, carries 0.720; number 8, H, carries 0.079



Short version: <a> is the least stable of them.